DFT (ωB97M-V/def2-TZVPD) results for a gas-phase ion, C20H32ClN2O9P2S2 (charge +1).

Output
- orbital gap (eV) = 6.7
- spin multiplicity = 1
- lowest unoccupied orbital energy (eV) = -4.40
- total charge = +1

The geometry in XYZ format:
```
68
Properties=species:S:1:pos:R:3:forces:R:3
C -3.116194 -4.105428 -0.439524 0.61 0.89 0.32
C -2.539902 -4.062788 1.001720 -0.74 -0.47 -1.63
N -1.051595 -4.073761 0.988079 -1.38 0.88 1.44
C -0.633190 -2.796630 0.412885 0.71 0.29 -0.47
C 0.828877 -2.424696 0.756454 -0.70 -1.19 -0.18
N 1.165357 -1.219564 -0.024819 0.07 -0.21 0.39
C 1.644680 -1.331968 -1.279427 0.96 -1.21 -0.62
S 1.888216 -2.945552 -2.036768 -0.17 -0.25 0.11
C 1.959993 -0.233274 -2.031549 0.40 2.21 -0.83
P 2.639284 -0.503643 -3.789602 0.21 -2.31 -1.22
O 1.788084 0.614249 -4.657558 0.56 0.48 0.97
O 4.230692 -0.086474 -3.783659 -1.10 0.42 -0.23
C 1.745089 1.051585 -1.502733 -1.16 -0.19 0.30
C 2.123314 2.254930 -2.370738 1.38 -0.81 -0.65
O 3.191614 2.200537 -2.916034 -0.97 0.65 0.56
O 1.249815 3.297815 -2.555730 0.45 0.19 0.33
P 1.889063 4.809169 -2.354146 0.98 1.23 0.72
O 0.676226 5.678210 -1.727301 0.12 -1.07 -0.76
O 2.106302 5.464635 -3.791055 -1.05 -0.53 0.67
S 3.403638 4.929619 -1.184669 -0.10 -0.47 -0.07
C 1.206128 1.150179 -0.216388 0.37 1.07 -0.22
C 0.906999 2.516695 0.380622 -0.50 0.12 -0.74
C -0.480867 3.019911 -0.118614 -0.55 0.04 0.90
C -1.679682 2.244375 0.475211 0.53 -0.33 -0.61
C -2.940390 2.368396 -0.387162 0.35 -0.90 0.64
O -2.786593 1.365694 -1.426794 -0.80 1.00 -0.26
C -3.745906 1.457143 -2.401101 1.03 -1.00 -0.85
O -3.600675 0.836181 -3.416956 -0.47 0.48 0.68
C 0.949853 -0.009691 0.504676 -0.47 1.15 0.76
C 0.422372 0.117168 1.913740 0.45 -1.64 0.62
C 1.532296 0.013965 3.024046 -0.66 0.93 0.47
C 0.989931 -0.629144 4.310755 0.05 -0.25 0.07
Cl 3.066615 -0.723377 2.465838 -0.16 0.10 0.17
C -0.634072 -4.184214 2.377871 1.41 -0.57 0.77
C -1.349539 -3.463705 3.524227 -0.80 0.30 -1.19
O 0.343949 -4.843861 2.635634 -0.24 0.33 -0.31
H -3.024840 -3.094051 -0.862410 -0.16 -0.26 -0.10
H -2.537710 -4.764265 -1.093175 -0.31 -0.21 0.22
H -4.181635 -4.344014 -0.413721 0.23 -0.18 -0.10
H -2.940296 -3.136080 1.445365 0.12 -0.34 0.29
H -2.935636 -4.948607 1.508615 0.40 0.22 0.27
H -0.681462 -2.904303 -0.679157 -0.02 0.07 0.22
H -1.293027 -1.940667 0.661695 0.00 -0.28 0.18
H 1.017446 -2.289707 1.819461 -0.03 0.29 -0.25
H 1.442360 -3.276498 0.456491 0.10 0.40 0.00
H 2.891765 -3.448925 -1.278379 -0.27 0.42 0.14
H 2.017613 0.552201 -5.592987 -0.19 -0.14 -0.04
H 4.337466 0.759819 -4.247320 0.35 0.15 0.49
H 0.814892 5.577757 -0.772796 -0.18 0.43 0.06
H 1.758947 6.369117 -3.706242 0.15 0.05 -0.48
H 0.953498 2.514503 1.472433 0.01 0.02 -0.22
H 1.654194 3.243986 0.045299 0.10 -0.30 0.13
H -0.569930 4.077811 0.163673 -0.06 -0.16 -0.10
H -0.586086 2.963303 -1.204790 0.33 -0.03 0.16
H -1.408969 1.179154 0.408144 -0.33 0.15 0.14
H -1.859361 2.451971 1.535976 -0.06 0.25 -0.23
H -3.803989 2.058839 0.213613 -0.05 0.52 -0.15
H -3.048775 3.357969 -0.842021 -0.14 -0.09 0.23
H -4.610372 2.111917 -2.190565 0.25 -0.07 0.16
H -0.125362 1.032975 2.107875 0.11 -0.09 -0.31
H -0.279995 -0.702733 2.110718 0.04 0.27 -0.17
H 1.766150 1.048192 3.300779 0.36 -0.22 -0.32
H -0.097312 -0.500490 4.391960 0.19 0.07 -0.15
H 1.421610 -0.160449 5.200713 0.10 -0.15 -0.23
H 1.202113 -1.703059 4.362859 -0.03 0.17 -0.12
H -2.267308 -4.012687 3.769750 0.25 0.07 0.15
H -0.715231 -3.338655 4.398828 0.03 -0.25 -0.21
H -1.700537 -2.487008 3.149882 0.10 -0.12 0.31
```
Forces are in eV/Å.

DFT (ωB97M-V/def2-TZVPD) results for a single C3H2INO2 molecule.

Output
- orbital gap (alpha / beta) (eV) = 9.0 / 6.8
- energy above the lowest of the compared OMol25 structures with the same formula, charge and spin (kJ/mol) = 644.5
- spin multiplicity = 1
- lowest unoccupied orbital energy (alpha / beta) (eV) = -0.76 / -1.67
- total charge = 0

The geometry in XYZ format:
```
9
Properties=species:S:1:pos:R:3:forces:R:3
C -1.289481 -0.157176 0.235321 1.41 3.16 1.11
C -1.002495 -1.285723 -0.220501 -0.88 -1.12 -0.47
C -0.243608 1.083455 0.097605 -5.95 -0.07 0.02
N 1.756215 -0.108651 -0.604774 -2.17 0.30 -0.78
O -0.826548 2.153588 0.137933 2.27 -0.97 -0.17
O 1.005767 0.833201 0.115577 4.53 0.35 0.54
I 3.252225 -0.985170 0.408484 -0.01 0.18 0.59
H -2.094384 0.305617 0.802547 -0.24 -0.68 -0.10
H -0.557688 -1.839138 -0.972194 1.04 -1.14 -0.73
```
Forces are in eV/Å.

DFT (ωB97M-V/def2-TZVPD) results for a single C5H7NO molecule.

Output
- orbital gap (eV) = 9.9
- SMILES = CC(=O)[C@H]1N=C1C
- energy above the lowest of the compared OMol25 structures with the same formula, charge and spin (kJ/mol) = 323.4
- spin multiplicity = 1
- lowest unoccupied orbital energy (eV) = 0.84
- total charge = 0

The geometry in XYZ format:
```
14
Properties=species:S:1:pos:R:3:forces:R:3
C -2.273607 -0.311815 0.257131 0.85 4.53 0.49
C -1.209046 0.275417 -0.649402 2.72 -3.11 1.02
O -1.252087 1.242513 -1.331723 -0.02 0.50 -0.22
C 0.207239 -0.697414 -0.498685 -2.03 4.54 -1.95
N 1.238923 -0.394223 -1.593322 0.43 0.29 -0.57
C 1.500284 -0.049768 -0.436049 -0.66 -0.49 -0.48
C 2.239197 0.603228 0.614207 -2.41 2.10 -0.99
H -2.929639 0.603160 0.502546 0.51 -1.91 -0.04
H -1.706267 -0.706814 1.076991 -0.19 -0.09 0.83
H -2.727130 -1.085044 -0.230422 -1.66 -1.95 -1.28
H 0.048294 -1.695755 -0.413459 -0.55 -2.84 0.85
H 3.171950 1.048143 0.455186 1.22 0.67 -0.58
H 2.263579 -0.145907 1.294982 0.52 -2.00 2.77
H 1.428313 1.314275 0.952024 1.26 -0.24 0.12
```
Forces are in eV/Å.

DFT (ωB97M-V/def2-TZVPD) results for a molecular structure, C17H29BrSi2Ti.

Output
- orbital gap (alpha / beta) (eV) = 3.2 / 4.3
- spin multiplicity = 3
- lowest unoccupied orbital energy (alpha / beta) (eV) = 4.92 / 4.87
- total charge = -2

The geometry in XYZ format:
```
50
Properties=species:S:1:pos:R:3:forces:R:3
C -1.307412 -0.865912 -1.684697 -1.54 1.23 0.31
C -1.230160 -1.343286 -0.347230 -0.70 0.34 0.39
C -1.290738 -0.263125 0.578805 -1.00 -0.18 -2.09
H -1.214693 -2.387682 -0.105848 0.14 -0.24 0.23
C -1.356047 0.934509 -0.175478 -0.84 -0.13 0.18
C -1.433528 0.595657 -1.549018 -1.56 -1.20 0.47
H -1.730465 1.294820 -2.299293 0.06 0.13 0.03
H -1.423306 -1.487888 -2.596297 0.14 0.70 0.96
H -1.487036 -0.333349 1.620542 0.68 -0.06 0.56
H -1.411271 1.966442 0.221461 -0.05 -0.96 -0.31
Ti 0.670124 -0.007867 -1.249470 -0.12 -0.67 1.99
Br 2.817004 -1.323329 -0.748060 1.86 -1.42 0.47
C 2.111371 0.731679 -2.759573 -0.57 1.10 -1.42
C 0.903880 1.525319 -2.918497 0.56 -1.50 -1.28
C -0.038056 0.686240 -3.619315 1.27 0.41 -1.69
H 0.797404 2.566005 -2.687480 -0.12 0.27 0.17
C 0.564018 -0.574985 -3.876021 0.00 1.40 0.03
C 1.871740 -0.546608 -3.358662 0.18 0.25 -1.18
H 2.574412 -1.338548 -3.600839 -0.03 0.25 0.70
H 3.045415 1.165462 -2.437735 0.05 -0.37 0.19
H -1.019987 0.988451 -3.986625 0.37 -0.27 0.31
H 0.093696 -1.422940 -4.381210 0.15 0.30 0.29
C 2.309767 1.638233 3.765906 0.78 0.88 0.77
Si 0.937892 1.530595 2.476223 -0.96 -3.01 -0.88
C -0.687630 1.576040 3.520966 0.00 0.40 -0.26
C 0.925681 3.025211 1.357790 0.45 1.07 0.32
C 1.155115 -0.057196 1.424179 0.43 1.44 1.15
Si 1.096760 -1.733775 2.278777 0.45 1.85 -1.10
C -0.433297 -1.977770 3.350287 -0.45 -0.33 0.43
C 1.178221 -3.388186 1.336144 -0.30 -0.44 0.47
C 2.553424 -1.740427 3.474830 0.42 -0.97 0.35
H 2.487088 2.645616 4.196839 -0.23 -0.10 -0.17
H 3.277511 1.359135 3.324155 -0.26 -0.15 0.04
H 2.141404 0.992018 4.646551 -0.07 0.03 -0.52
H -0.675648 2.461111 4.166360 -0.03 0.06 0.12
H -1.583341 1.671949 2.877518 0.35 -0.21 0.23
H -0.787690 0.690883 4.166487 0.01 0.35 -0.28
H 1.806939 3.059078 0.716519 0.11 -0.21 -0.09
H 0.063911 3.124074 0.708604 -0.11 -0.29 -0.03
H 0.959449 3.949005 1.950491 0.02 0.10 0.11
H 2.205853 0.190531 1.176106 0.00 -0.49 0.17
H -1.374341 -2.086375 2.806742 0.08 -0.01 -0.20
H -0.301076 -2.910868 3.903095 0.04 -0.20 0.11
H -0.603913 -1.205196 4.099018 0.16 0.07 -0.02
H 2.109175 -3.553024 0.814024 0.28 0.19 -0.15
H 1.098613 -4.192217 2.097276 -0.11 0.22 -0.13
H 0.372167 -3.543794 0.609570 0.13 0.16 0.16
H 3.419145 -1.243243 3.024747 -0.17 -0.08 0.00
H 2.317536 -1.243489 4.417873 -0.04 0.07 -0.01
H 2.841615 -2.781685 3.710464 0.08 0.19 0.10
```
Forces are in eV/Å.

DFT (ωB97M-V/def2-TZVPD) results for a molecular structure, C41H68FNNbO21.

Output
- orbital gap (eV) = 5.8
- spin multiplicity = 1
- lowest unoccupied orbital energy (eV) = 1.41
- total charge = -1

The geometry in XYZ format:
```
133
Properties=species:S:1:pos:R:3:forces:R:3
C -0.825003 0.637329 -1.986724 0.90 0.42 -0.12
C -1.790889 1.210941 -2.482346 0.34 -0.21 0.31
Nb -3.699877 2.198839 -3.210904 -0.59 0.10 -0.54
C -3.702138 0.824896 -5.039007 -0.78 -1.32 -1.20
C -4.637960 1.265214 -6.197093 0.44 -0.03 0.45
O -5.558396 0.620901 -6.673294 0.66 0.42 0.54
C -5.485879 3.388172 -3.898946 -0.51 0.68 -0.02
C -6.855415 2.626522 -4.083432 -1.24 0.82 -0.59
C -8.095341 3.315286 -3.321957 0.18 -1.07 -0.79
C -4.945472 0.595076 -2.154440 0.89 -0.87 0.24
C -4.133586 -0.534080 -1.388715 -0.83 -1.23 0.18
C -3.547038 -1.656589 -2.351839 0.36 0.38 -0.17
N -4.668129 -2.346056 -3.081892 0.48 0.19 0.43
C -2.355899 3.756535 -4.211414 0.50 0.22 0.02
C -1.695557 3.357455 -5.581813 1.11 0.63 0.08
C -0.420478 2.425646 -5.474296 0.26 0.76 -0.74
C 0.880836 3.203524 -4.984487 -0.69 -1.39 -1.92
O 1.005047 3.248429 -3.544095 2.10 0.77 0.02
C 2.297317 2.971407 -3.130827 0.13 -1.09 0.12
O 2.862456 1.929836 -3.365062 -0.48 0.81 -0.13
C -3.721643 3.327534 -1.198426 -0.35 0.00 0.24
C -3.796473 4.897964 -1.318014 -0.72 -0.03 0.96
F -2.554007 2.926663 -0.419864 -0.89 0.82 -0.09
H 0.169282 0.311199 -1.613031 -1.52 0.22 -0.46
H -2.663334 0.635103 -5.453474 -0.97 0.59 0.43
H -4.078431 -0.193877 -4.706534 0.39 1.01 -0.46
H -4.469778 2.317907 -6.611902 0.09 -0.84 0.32
H -5.706481 4.304721 -3.263960 0.45 -0.94 -0.60
H -5.198196 3.824770 -4.910576 -0.16 -0.46 1.06
H -6.890088 1.541493 -3.825056 0.39 0.83 -0.16
H -7.133567 2.693690 -5.180468 0.44 -0.29 1.14
H -7.931979 4.417292 -3.183272 -0.27 -1.08 0.00
H -8.308410 2.766614 -2.364582 0.32 0.88 -0.63
H -8.993988 3.123249 -3.986213 0.79 0.50 0.86
H -5.632209 1.079243 -1.404656 0.33 -0.39 -0.88
H -5.503459 0.062802 -2.988423 0.21 0.76 1.01
H -3.376230 -0.158980 -0.650827 -0.51 -0.13 -1.01
H -4.898570 -1.099805 -0.755445 0.85 0.45 -0.49
H -2.878843 -2.393344 -1.795602 -1.15 1.05 -0.56
H -2.900481 -1.218034 -3.166228 -0.48 -0.14 1.11
H -4.529197 -3.354930 -3.065999 -0.36 0.39 0.13
H -5.573185 -2.077213 -2.692200 0.39 -0.44 -0.04
H -2.957845 4.704288 -4.360676 0.47 -0.93 0.11
H -1.560266 4.014217 -3.440312 -0.64 -0.24 -0.97
H -1.317341 4.322973 -6.057318 -0.34 -1.06 0.25
H -2.374006 2.902521 -6.348252 0.25 0.37 0.92
H -0.586565 1.466013 -4.922271 0.17 1.04 -0.12
H -0.170480 2.125755 -6.542413 -0.20 0.29 1.09
H 1.744917 2.649174 -5.462502 -0.72 0.53 0.98
H 0.895422 4.230091 -5.458038 -0.19 -0.78 0.95
H 2.891418 3.705560 -2.501761 -1.42 -0.04 -0.47
H -4.627319 2.980039 -0.610049 1.15 0.38 -0.36
H -4.840674 5.202630 -0.992791 1.10 -0.22 -0.42
H -3.106303 5.384543 -0.562834 -0.57 -0.48 -0.99
H -3.663129 5.318220 -2.345418 0.27 -0.40 0.91
C 2.730010 -3.692518 1.827162 -0.37 -0.17 -0.52
C 1.877269 -2.722766 1.040196 0.63 -0.56 0.58
C 0.916287 -1.934848 1.886731 0.00 0.47 0.19
O -0.150516 -1.671311 0.979087 0.01 -0.34 -0.23
C -0.140648 -2.671555 0.053692 -0.38 -0.03 -0.40
O -1.009353 -2.866453 -0.734988 0.42 -0.09 0.37
O 0.995806 -3.418098 0.153628 -0.46 0.45 -0.05
H 2.119018 -4.493208 2.253597 -0.11 0.16 0.04
H 3.457856 -4.171014 1.172521 0.03 0.12 0.12
H 3.265110 -3.189495 2.627273 -0.13 0.10 -0.16
H 2.512437 -2.063149 0.439852 -0.11 0.06 0.01
H 1.350856 -1.002881 2.249272 -0.17 0.03 -0.10
H 0.521574 -2.498470 2.737497 0.12 -0.11 -0.05
C -0.282490 4.973926 0.930953 -0.53 0.17 -0.08
C 0.410701 6.241541 0.488070 -0.27 -1.13 0.10
C 1.710635 6.499652 1.195372 0.46 -0.16 -0.10
O 1.799700 7.923932 1.165459 -0.39 0.30 0.06
C 0.525344 8.398182 1.100581 -0.15 0.17 -0.03
O 0.225879 9.544223 1.254267 0.39 -0.35 -0.06
O -0.357283 7.399299 0.841158 0.55 0.68 0.11
H -0.619552 5.052673 1.967877 0.21 0.06 0.01
H -1.173592 4.799955 0.326580 0.15 -0.20 -0.01
H 0.373084 4.106846 0.834551 -0.01 0.06 -0.09
H 0.541696 6.239429 -0.598649 0.04 0.09 0.05
H 2.559603 6.050394 0.679828 0.01 0.20 0.02
H 1.712608 6.170399 2.238424 -0.15 -0.04 -0.05
C 4.761218 -8.523504 3.791187 -0.23 0.01 -0.76
C 5.616534 -7.278332 3.753576 -0.33 -1.02 0.22
C 5.737196 -6.588697 5.083521 -0.13 -0.18 0.65
O 5.934243 -5.224216 4.703604 -0.25 0.17 -0.58
C 5.352380 -5.065878 3.484271 0.00 0.18 0.00
O 5.162776 -4.010207 2.957528 0.74 -0.43 0.37
O 5.011139 -6.264303 2.942268 0.19 0.75 0.14
H 3.719066 -8.276148 3.996194 0.55 0.08 -0.02
H 4.778908 -9.021888 2.818202 0.15 -0.04 0.06
H 5.115892 -9.227292 4.546710 0.07 0.10 0.01
H 6.596240 -7.507343 3.332952 -0.09 0.10 0.01
H 6.578070 -6.949574 5.663811 -0.12 0.24 -0.04
H 4.829511 -6.656666 5.690808 -0.13 -0.03 -0.24
C -2.653232 10.244888 1.762499 -0.15 -0.38 -0.37
C -3.517155 11.209064 0.981193 0.69 -0.47 0.66
C -4.479385 11.988615 1.833910 0.03 0.45 0.22
O -5.552938 12.245816 0.931491 -0.06 -0.26 -0.23
C -5.538713 11.245285 0.004247 -0.23 -0.24 -0.40
O -6.410779 11.045096 -0.780955 0.22 0.13 0.25
O -4.398367 10.508849 0.097880 -0.55 0.51 -0.03
H -3.254904 9.439241 2.191818 -0.13 0.20 0.06
H -1.926759 9.773744 1.105554 -0.02 0.14 0.13
H -2.114692 10.753923 2.563701 0.02 0.05 -0.10
H -2.889778 11.873986 0.378621 -0.10 0.04 0.01
H -4.049715 12.923227 2.195736 -0.17 0.02 -0.10
H -4.865557 11.420932 2.685469 0.11 -0.12 -0.06
C 10.296209 -3.905308 2.528789 -0.08 0.28 0.40
C 10.316397 -5.354270 2.960421 0.23 0.89 -0.43
C 9.764290 -6.300787 1.931321 0.20 -0.19 -0.49
O 9.257645 -7.365458 2.735595 -0.22 0.12 0.45
C 8.947428 -6.830610 3.947629 0.05 -0.01 0.35
O 8.322017 -7.395645 4.792233 0.93 -0.03 -0.31
O 9.438385 -5.570084 4.068017 -0.19 -0.72 -0.02
H 9.271225 -3.539369 2.433743 0.02 -0.17 -0.10
H 10.782112 -3.280958 3.281114 0.04 -0.04 -0.09
H 10.814038 -3.767593 1.578011 0.01 -0.09 0.04
H 11.327080 -5.643325 3.266464 -0.07 -0.11 -0.01
H 10.531704 -6.665774 1.248643 -0.11 -0.16 0.11
H 8.940580 -5.879370 1.348255 0.04 0.12 0.10
C 0.346272 -11.481296 2.909078 0.27 0.17 -0.38
C 1.095159 -11.106936 4.168252 -0.50 -0.50 -0.70
C 0.201744 -10.826078 5.344496 -0.25 -0.31 0.37
O 0.973756 -9.895483 6.100991 0.29 0.24 -0.30
C 1.788866 -9.250808 5.221816 0.10 0.35 0.18
O 2.427446 -8.278664 5.482996 -0.65 -0.31 0.30
O 1.777560 -9.861396 4.005703 0.04 0.23 0.62
H -0.236299 -10.636742 2.534229 -0.04 -0.04 0.19
H 1.049036 -11.751095 2.118359 -0.06 -0.06 0.06
H -0.321597 -12.327018 3.081633 0.06 0.02 0.07
H 1.839244 -11.873670 4.407131 -0.01 0.07 0.10
H -0.005004 -11.721079 5.931484 0.09 0.16 0.11
H -0.745683 -10.353878 5.069799 0.07 -0.02 -0.14
```
Forces are in eV/Å.

Q: Which formula does entry 3 have?
A: C5H7NO